[1]
{
  "formula": "C4H8N2OS",
  "method": "ωB97M-V with the def2-TZVPD basis set",
  "elements": ["C", "C", "C", "C", "N", "N", "O", "S", "H", "H", "H", "H", "H", "H", "H", "H"],
  "positions_angstrom": [[1.234, 1.132, -0.788], [-0.812, -0.706, 1.512], [-1.726, -1.247, 0.416], [-0.184, -0.997, 0.270], [2.195, 0.214, -1.237], [-0.040, 0.731, -1.003], [1.541, 2.023, -0.049], [-1.168, 1.763, -0.438], [-1.077, 0.285, 1.672], [-0.786, -1.256, 2.426], [-1.935, -2.296, 0.389], [-2.542, -0.764, -0.123], [0.526, -1.599, -0.172], [2.016, -0.293, -2.134], [3.173, 0.599, -1.219], [-0.416, 2.413, 0.478]],
  "lowdin_charge": [-0.778, -0.167, -0.126, -0.021, 0.109, -0.371, 0.008, 0.813, 0.049, 0.109, 0.079, 0.084, 0.077, 0.110, 0.119, -0.094],
  "total_charge": 0
}

---

[2]
{
  "formula": "C33H27GeN3O7SSeTa",
  "method": "ωB97M-V with the def2-TZVPD basis set",
  "elements": ["Ta", "C", "O", "C", "C", "C", "C", "C", "C", "N", "N", "C", "O", "C", "C", "C", "C", "C", "C", "C", "O", "H", "H", "H", "H", "H", "H", "H", "H", "H", "H", "H", "H", "C", "Ge", "C", "C", "C", "C", "C", "C", "C", "C", "C", "C", "C", "C", "C", "C", "C", "C", "H", "H", "H", "H", "H", "H", "H", "H", "H", "H", "H", "H", "H", "H", "H", "S", "C", "N", "O", "Se", "O", "O", "O"],
  "positions_angstrom": [[0.990, 0.529, -0.613], [0.219, 4.648, 0.587], [1.318, 4.638, 1.494], [2.475, 3.993, 1.198], [3.609, 4.471, 1.838], [4.861, 3.896, 1.649], [4.998, 2.825, 0.798], [3.869, 2.302, 0.158], [4.042, 1.193, -0.737], [3.078, 0.502, -1.242], [3.430, -0.482, -2.155], [2.351, -0.992, -2.650], [1.160, -0.540, -2.305], [2.410, -2.082, -3.638], [3.613, -2.735, -3.899], [3.649, -3.758, -4.830], [2.492, -4.130, -5.504], [1.295, -3.480, -5.245], [1.251, -2.457, -4.310], [2.601, 2.873, 0.359], [1.532, 2.360, -0.263], [-0.409, 5.476, 0.908], [-0.347, 3.719, 0.639], [0.546, 4.815, -0.439], [3.482, 5.319, 2.498], [5.719, 4.300, 2.167], [5.961, 2.360, 0.629], [5.048, 0.910, -1.034], [4.502, -2.437, -3.362], [4.580, -4.271, -5.030], [2.525, -4.931, -6.231], [0.394, -3.770, -5.770], [0.325, -1.942, -4.098], [-1.732, -1.874, -1.750], [-1.763, -0.753, -0.151], [-3.287, 0.463, -0.203], [-4.502, -0.063, -0.638], [-5.639, 0.731, -0.691], [-5.572, 2.063, -0.315], [-4.367, 2.600, 0.115], [-3.234, 1.804, 0.170], [-1.698, -1.819, 1.458], [-1.509, -3.169, 1.298], [-1.581, -4.051, 2.396], [-1.828, -3.559, 3.643], [-1.993, -2.168, 3.860], [-2.202, -1.651, 5.161], [-2.304, -0.306, 5.370], [-2.188, 0.584, 4.281], [-1.996, 0.107, 3.017], [-1.912, -1.282, 2.763], [-2.600, -2.536, -1.751], [-0.822, -2.473, -1.773], [-1.771, -1.243, -2.637], [-4.569, -1.103, -0.939], [-6.577, 0.308, -1.028], [-6.457, 2.684, -0.360], [-4.311, 3.642, 0.406], [-2.297, 2.239, 0.496], [-1.309, -3.578, 0.315], [-1.432, -5.111, 2.244], [-1.877, -4.226, 4.496], [-2.265, -2.344, 5.991], [-2.456, 0.082, 6.368], [-2.244, 1.651, 4.454], [-1.879, 0.802, 2.197], [-2.361, 1.834, -3.666], [-1.325, 1.579, -2.512], [-0.541, 1.396, -1.631], [1.513, -1.369, 0.091], [1.819, -0.969, 1.733], [1.087, -1.906, 2.790], [1.029, 0.534, 1.445], [3.383, -0.676, 1.922]],
  "mulliken_spin": [0.448, 0.008, 0.000, 0.004, 0.000, -0.001, 0.001, 0.003, -0.009, 0.010, -0.001, -0.002, -0.037, 0.001, 0.000, 0.000, 0.000, 0.000, 0.001, -0.002, 0.016, 0.000, 0.003, 0.000, 0.000, 0.000, 0.000, 0.002, 0.000, 0.000, 0.000, 0.000, 0.000, 0.082, 0.224, -0.028, 0.001, 0.001, 0.000, 0.008, 0.022, 0.135, 0.044, -0.011, 0.038, -0.014, 0.007, -0.006, 0.019, -0.029, -0.067, 0.006, 0.000, 0.000, -0.001, 0.000, 0.000, 0.000, -0.001, 0.007, 0.000, 0.001, 0.001, 0.000, 0.001, 0.013, 0.063, 0.079, -0.056, 0.011, -0.007, -0.001, 0.012, 0.003],
  "spin_multiplicity": 2,
  "total_charge": 0,
  "s2": 0.755
}

---

[3]
{
  "formula": "C5H10O2",
  "method": "ωB97M-V with the def2-TZVPD basis set",
  "elements": ["C", "O", "C", "C", "C", "C", "O", "H", "H", "H", "H", "H", "H", "H", "H", "H", "H"],
  "positions_angstrom": [[2.271, -0.459, 0.798], [0.885, -0.298, 0.601], [0.524, -0.136, -0.762], [-0.942, 0.274, -0.867], [-2.049, -0.496, -0.118], [-1.382, 1.571, -0.176], [-0.815, 1.716, 1.001], [2.637, -1.357, 0.283], [2.433, -0.568, 1.871], [2.830, 0.414, 0.433], [1.136, 0.671, -1.205], [0.753, -1.058, -1.321], [-1.193, 0.329, -1.930], [-2.675, -1.160, -0.718], [-1.666, -0.984, 0.783], [-2.705, 0.341, 0.190], [-0.063, 1.096, 1.151]],
  "lowdin_charge": [-0.090, -0.234, -0.190, -0.346, -0.067, -0.075, 0.000, 0.093, 0.094, 0.095, 0.132, 0.131, 0.129, 0.086, 0.093, 0.061, 0.088],
  "total_charge": 0
}

---

[4]
{
  "formula": "C2H3I2NO2",
  "method": "ωB97M-V with the def2-TZVPD basis set",
  "elements": ["C", "C", "I", "N", "O", "O", "H", "H", "I", "H"],
  "positions_angstrom": [[-0.721, 0.360, -1.526], [-0.636, 0.364, -0.198], [-0.695, 2.055, 1.187], [-0.445, -0.876, 0.526], [-0.878, -1.862, -0.025], [-0.041, -0.838, 1.673], [-1.121, 1.131, -2.175], [-0.325, -0.472, -2.096], [3.086, 0.261, 0.888], [1.775, -0.122, 1.747]],
  "lowdin_charge": [0.038, -0.649, 0.843, -0.457, 0.092, -0.101, 0.078, 0.085, 0.416, -0.347],
  "total_charge": 0,
  "smiles": "C=C(I)[N+](=O)[O-].I"
}

---

[5]
{
  "formula": "C17H22N2O4",
  "method": "ωB97M-V with the def2-TZVPD basis set",
  "elements": ["C", "O", "C", "C", "C", "C", "O", "N", "N", "C", "C", "C", "C", "C", "C", "C", "C", "C", "O", "C", "C", "O", "C", "H", "H", "H", "H", "H", "H", "H", "H", "H", "H", "H", "H", "H", "H", "H", "H", "H", "H", "H", "H", "H", "H"],
  "positions_angstrom": [[3.879, 2.209, -3.279], [3.813, 1.085, -2.434], [2.593, 0.566, -2.149], [1.385, 1.101, -2.567], [0.182, 0.518, -2.176], [-1.065, 1.154, -2.668], [-1.148, 1.717, -3.743], [-2.164, 1.100, -1.855], [-2.155, 0.652, -0.589], [-3.209, 0.681, 0.106], [-3.216, 0.205, 1.519], [-3.740, 1.318, 2.438], [-3.577, 0.952, 3.882], [-2.785, -0.018, 4.305], [-1.952, -0.863, 3.391], [-1.839, -0.243, 2.001], [0.186, -0.643, -1.422], [1.390, -1.209, -1.016], [1.319, -2.345, -0.244], [2.039, -3.472, -0.717], [2.599, -0.592, -1.347], [3.818, -1.094, -0.936], [4.071, -0.934, 0.447], [4.940, 2.422, -3.399], [3.383, 3.077, -2.833], [3.437, 2.002, -4.258], [1.340, 1.983, -3.185], [-3.016, 1.524, -2.236], [-4.159, 1.070, -0.287], [-3.911, -0.643, 1.587], [-3.189, 2.244, 2.240], [-4.795, 1.518, 2.227], [-4.149, 1.543, 4.584], [-2.717, -0.248, 5.359], [-2.405, -1.858, 3.321], [-0.958, -0.997, 3.822], [-1.180, 0.625, 2.033], [-1.408, -0.958, 1.301], [-0.729, -1.137, -1.146], [3.097, -3.254, -0.871], [1.926, -4.236, 0.050], [1.608, -3.831, -1.658], [3.289, -1.395, 1.058], [5.024, -1.424, 0.637], [4.149, 0.127, 0.707]],
  "lowdin_charge": [-0.077, -0.061, -0.186, 0.048, -0.129, -0.421, 0.072, 0.057, 0.044, -0.109, -0.310, -0.168, -0.106, -0.109, -0.192, -0.166, 0.044, -0.201, -0.097, -0.062, -0.139, -0.099, -0.060, 0.094, 0.097, 0.100, 0.115, 0.161, 0.131, 0.154, 0.124, 0.115, 0.098, 0.098, 0.116, 0.111, 0.129, 0.105, 0.114, 0.086, 0.093, 0.099, 0.092, 0.095, 0.100],
  "total_charge": 0,
  "smiles": "COc1cc(C(=O)N/N=C/[C@@H]2CC=CCC2)cc(OC)c1OC"
}

---

[6]
{
  "formula": "C7H15N2S",
  "method": "ωB97M-V with the def2-TZVPD basis set",
  "elements": ["C", "C", "C", "C", "C", "C", "C", "N", "N", "S", "H", "H", "H", "H", "H", "H", "H", "H", "H", "H", "H", "H", "H", "H", "H"],
  "positions_angstrom": [[-1.226, -0.821, -0.858], [2.293, 0.493, 0.431], [-1.127, 0.716, -0.992], [1.490, 0.990, -0.799], [-2.681, -1.054, -0.258], [0.097, 0.855, 1.185], [1.609, -0.222, 2.678], [1.263, 0.355, 1.432], [0.109, 1.262, -0.221], [-4.018, -0.385, -1.327], [-0.874, -1.244, -1.817], [-0.589, -1.278, -0.174], [2.791, -0.331, 0.104], [3.011, 1.197, 0.656], [-1.072, 1.050, -1.951], [-1.855, 1.261, -0.479], [2.052, 1.783, -1.126], [1.295, 0.131, -1.469], [-2.663, -2.138, -0.164], [-2.595, -0.443, 0.746], [0.798, -0.496, 3.352], [2.459, -0.993, 2.686], [2.128, 0.552, 3.135], [-0.142, 2.195, -0.404], [-4.096, -1.367, -2.264]],
  "lowdin_charge": [-0.232, -0.077, -0.121, -0.007, -0.522, 0.074, -0.025, -0.151, -0.069, 0.715, 0.124, 0.072, 0.108, 0.116, 0.103, 0.090, 0.108, 0.144, 0.070, 0.118, 0.112, 0.142, 0.077, 0.153, -0.121],
  "total_charge": 1
}

---

[7]
{
  "formula": "C22H33N3O4",
  "method": "ωB97M-V with the def2-TZVPD basis set",
  "elements": ["C", "O", "C", "C", "C", "C", "C", "O", "N", "C", "C", "N", "C", "C", "O", "C", "C", "C", "C", "O", "C", "C", "C", "N", "C", "C", "C", "C", "C", "H", "H", "H", "H", "H", "H", "H", "H", "H", "H", "H", "H", "H", "H", "H", "H", "H", "H", "H", "H", "H", "H", "H", "H", "H", "H", "H", "H", "H", "H", "H", "H", "H"],
  "positions_angstrom": [[-0.823, 4.190, 3.714], [-0.773, 3.369, 2.576], [0.295, 2.536, 2.427], [1.342, 2.416, 3.322], [2.391, 1.542, 3.070], [2.377, 0.756, 1.936], [3.540, -0.110, 1.591], [4.570, 0.378, 1.158], [3.436, -1.459, 1.768], [4.435, -2.287, 1.124], [3.761, -3.362, 0.242], [2.400, -3.012, -0.099], [1.929, -3.307, -1.432], [1.545, -2.566, 0.847], [0.361, -2.381, 0.654], [2.269, -2.241, 2.157], [1.342, -1.637, 3.201], [1.332, 0.873, 1.019], [0.293, 1.760, 1.241], [-0.753, 1.989, 0.414], [-0.836, 1.333, -0.844], [-1.449, -0.062, -0.726], [-1.617, -0.654, -2.131], [-2.409, 0.150, -3.031], [-3.840, -0.090, -3.087], [-4.714, 0.726, -2.125], [-4.327, 0.115, -4.527], [-1.927, 1.509, -3.099], [-1.728, 2.194, -1.737], [-1.742, 4.767, 3.619], [0.030, 4.876, 3.756], [-0.861, 3.602, 4.637], [1.364, 3.009, 4.222], [3.213, 1.474, 3.766], [5.066, -2.770, 1.878], [5.061, -1.617, 0.529], [4.323, -3.483, -0.685], [3.769, -4.329, 0.766], [2.028, -4.372, -1.651], [0.878, -3.027, -1.481], [2.495, -2.733, -2.168], [2.673, -3.177, 2.570], [1.918, -1.165, 3.991], [0.668, -0.911, 2.762], [0.742, -2.437, 3.630], [1.349, 0.261, 0.131], [0.163, 1.267, -1.300], [-2.416, 0.022, -0.229], [-0.823, -0.722, -0.125], [-2.054, -1.651, -2.062], [-0.619, -0.755, -2.581], [-3.972, -1.150, -2.844], [-5.749, 0.403, -2.218], [-4.405, 0.580, -1.094], [-4.667, 1.786, -2.363], [-4.315, 1.167, -4.798], [-3.683, -0.426, -5.214], [-5.344, -0.252, -4.633], [-2.609, 2.100, -3.711], [-0.956, 1.484, -3.612], [-1.268, 3.172, -1.882], [-2.679, 2.341, -1.227]],
  "lowdin_charge": [-0.086, -0.063, -0.190, -0.004, -0.034, -0.172, -0.403, 0.079, -0.005, -0.104, -0.118, -0.099, -0.023, -0.409, 0.061, -0.214, -0.016, 0.046, -0.165, 0.015, -0.320, -0.095, -0.169, -0.159, -0.414, -0.055, -0.062, -0.169, -0.101, 0.094, 0.097, 0.096, 0.105, 0.122, 0.130, 0.119, 0.124, 0.124, 0.094, 0.081, 0.095, 0.156, 0.089, 0.073, 0.090, 0.123, 0.152, 0.119, 0.083, 0.121, 0.121, 0.135, 0.076, 0.065, 0.074, 0.067, 0.077, 0.073, 0.114, 0.124, 0.123, 0.109],
  "total_charge": 0,
  "smiles": "COc1ccc(C(=O)N2CCN(C)C(=O)[C@@H]2C)cc1OC1CCN(C(C)C)CC1"
}

---

[8]
{
  "formula": "C37H34BrCl5N3O5PrS5",
  "method": "ωB97M-V with the def2-TZVPD basis set",
  "elements": ["Pr", "C", "C", "S", "C", "C", "S", "C", "C", "S", "H", "H", "H", "H", "H", "H", "H", "H", "H", "H", "H", "H", "Cl", "C", "C", "Cl", "C", "Cl", "C", "O", "C", "Cl", "C", "Cl", "S", "C", "N", "C", "C", "N", "C", "C", "C", "C", "C", "C", "C", "C", "S", "C", "C", "C", "C", "C", "C", "C", "H", "H", "H", "H", "H", "H", "H", "H", "H", "H", "H", "H", "H", "H", "H", "H", "H", "H", "O", "C", "O", "H", "Br", "C", "C", "N", "C", "C", "C", "C", "O", "O", "H", "H", "H"],
  "positions_angstrom": [[-1.738, -0.644, -0.001], [-3.481, 3.275, 0.396], [-3.163, 3.427, -1.090], [-2.175, 2.072, -1.805], [-3.168, 1.631, -3.255], [-4.594, 1.170, -2.991], [-4.691, -0.197, -1.798], [-6.026, 0.385, -0.722], [-5.763, 1.701, 0.003], [-4.185, 1.689, 0.902], [-4.150, 4.077, 0.712], [-2.572, 3.357, 0.993], [-2.604, 4.352, -1.232], [-4.079, 3.510, -1.675], [-2.589, 0.826, -3.709], [-3.176, 2.473, -3.949], [-5.037, 0.832, -3.929], [-5.211, 1.987, -2.620], [-6.154, -0.424, -0.001], [-6.948, 0.456, -1.303], [-6.567, 1.878, 0.719], [-5.759, 2.539, -0.694], [-4.392, -1.804, 6.952], [-3.674, -1.200, 5.507], [-4.096, -1.664, 4.264], [-5.352, -2.836, 4.154], [-3.503, -1.177, 3.112], [-3.992, -1.756, 1.546], [-2.472, -0.221, 3.127], [-1.937, 0.221, 2.034], [-2.077, 0.237, 4.399], [-0.833, 1.431, 4.452], [-2.659, -0.244, 5.563], [-2.130, 0.346, 7.091], [-0.118, 2.178, 0.710], [1.457, 1.905, 0.291], [2.489, 2.126, 1.110], [3.853, 1.894, 0.648], [3.954, 2.405, -0.765], [2.987, 1.679, -1.580], [3.456, 1.227, -2.889], [4.505, 0.151, -2.749], [5.793, 0.344, -3.232], [6.760, -0.641, -3.078], [6.444, -1.825, -2.430], [5.158, -2.024, -1.942], [4.192, -1.043, -2.100], [1.794, 1.332, -1.077], [0.718, 0.342, -1.847], [2.324, 2.495, 2.517], [2.928, 1.442, 3.413], [2.391, 0.157, 3.398], [2.933, -0.829, 4.206], [4.013, -0.541, 5.032], [4.550, 0.736, 5.049], [4.007, 1.726, 4.238], [4.098, 0.828, 0.681], [4.536, 2.421, 1.312], [4.948, 2.212, -1.167], [3.760, 3.481, -0.806], [3.868, 2.091, -3.416], [2.590, 0.864, -3.437], [6.041, 1.270, -3.739], [7.760, -0.480, -3.461], [7.196, -2.593, -2.307], [4.906, -2.949, -1.439], [3.189, -1.198, -1.721], [1.256, 2.589, 2.699], [2.790, 3.469, 2.686], [1.552, -0.064, 2.747], [2.508, -1.825, 4.198], [4.433, -1.312, 5.665], [5.389, 0.966, 5.692], [4.422, 2.728, 4.255], [0.558, -0.959, 0.835], [0.224, -2.087, 1.267], [-0.937, -2.554, 1.130], [0.978, -2.702, 1.787], [-2.868, -7.149, -3.992], [-2.021, -5.459, -3.970], [-1.014, -5.185, -4.885], [-0.379, -4.018, -4.925], [-0.743, -3.083, -4.052], [-1.736, -3.278, -3.101], [-2.391, -4.500, -3.051], [-2.077, -2.201, -2.124], [-2.724, -2.490, -1.086], [-1.665, -1.027, -2.339], [-0.710, -5.934, -5.606], [-0.221, -2.134, -4.098], [-3.156, -4.677, -2.308]],
  "mulliken_spin": [2.002, 0.000, 0.000, -0.001, 0.000, 0.000, 0.000, 0.000, 0.000, -0.001, 0.000, 0.000, 0.000, 0.000, 0.000, 0.000, 0.000, 0.000, 0.000, 0.000, 0.000, 0.000, 0.000, 0.000, 0.000, 0.000, 0.000, -0.001, 0.000, 0.002, -0.001, 0.000, 0.000, 0.000, -0.002, 0.001, 0.000, 0.000, 0.000, 0.000, 0.000, 0.000, 0.000, 0.000, 0.000, 0.000, 0.000, -0.001, -0.004, 0.000, 0.000, 0.001, 0.000, 0.000, 0.000, 0.000, 0.000, 0.000, 0.000, 0.000, 0.000, 0.000, 0.000, 0.000, 0.000, 0.000, 0.000, 0.000, 0.000, 0.000, 0.000, 0.000, 0.000, 0.000, -0.002, -0.003, 0.000, 0.000, 0.000, 0.000, 0.000, 0.000, 0.000, 0.001, 0.000, 0.011, 0.001, -0.004, 0.000, 0.000, 0.000],
  "spin_multiplicity": 3,
  "total_charge": 0,
  "s2": 2.002
}

---

E_tot across the listed records, respectively: -740.018321; -6898.276218; -346.863506; -878.476047; -1071.385212; -783.035248; -1323.340372; -9353.980973 Eh.
Largest force on an atom across the listed records, respectively: 4.8; 0.5; 0.8; 2.1; 1.2; 4.5; 0.5; 2.1 eV/Å.
ΔE to the lowest compared entry with this formula, charge and spin across the listed records, respectively: 3.9102; 0.0000; 4.4063; 3.5298; 4.2554; 4.5641; 1.8674; 0.0000 eV.